No. 1
{"formula": "C3H6N2S3", "method": "ωB97M-V/def2-TZVPD", "lumo_energy_ev": -0.191, "homo_energy_ha": -0.3072, "mol_weight_da": 166.296, "total_charge": 0, "species": ["C", "C", "C", "H", "H", "H", "H", "H", "H", "N", "N", "S", "S", "S"], "coordinates": [[-0.40268, 1.42664, 0.84543], [0.44968, 0.18054, 0.57938], [-2.53849, -2.25197, -0.01191], [-0.09810, 3.22962, -0.55475], [0.24675, 1.88018, 1.47814], [-1.15855, 1.19682, 1.65002], [-1.96424, -3.46592, 0.05400], [-3.62124, -2.47222, -0.06198], [3.96874, 0.00868, -0.45391], [-1.98480, -0.96579, -0.07114], [1.71644, 0.48735, 0.42010], [-1.15733, 2.35639, -0.46158], [-0.32761, -1.27576, -0.08544], [2.70082, -0.65309, -0.26745]], "atomic_forces_ev_per_a": [[-2.09, -3.16, 1.85], [0.61, 1.68, -2.45], [1.94, 1.00, -0.17], [-0.74, -0.50, -0.19], [2.08, 2.68, 1.18], [0.00, -0.17, -1.25], [-1.00, 4.25, -0.15], [0.55, 1.08, -0.09], [-2.04, -0.37, 0.61], [-2.41, -6.50, 0.81], [-1.77, -0.44, 0.62], [1.02, 0.68, -0.23], [1.90, 0.27, 0.16], [1.95, -0.52, -0.70]]}

No. 2
{"formula": "C3H6N2S4", "method": "ωB97M-V/def2-TZVPD", "lumo_energy_ev": [-1.353, -1.212], "homo_energy_ha": [-0.3052, -0.3064], "mol_weight_da": 198.363, "total_charge": 0, "species": ["C", "C", "C", "N", "N", "S", "S", "S", "S", "H", "H", "H", "H", "H", "H"], "coordinates": [[-1.32891, -0.84398, 0.28776], [-0.09402, -1.61372, 0.07602], [-0.11689, 1.04589, -0.12180], [1.10691, -0.88123, 0.11409], [1.10026, 0.45305, -0.10508], [2.51916, -1.66518, 0.30606], [2.47475, 1.27078, -0.39147], [-0.31976, 2.22959, 1.32553], [-0.65600, 1.46769, -1.77314], [-2.12066, -0.76666, -0.52725], [-1.65869, -0.63724, 1.28420], [0.15076, -2.43542, 0.86618], [-0.20543, -2.24667, -0.96597], [1.05111, 2.72676, 1.06482], [-1.90258, 1.89634, -1.43996]], "atomic_forces_ev_per_a": [[0.71, 3.84, -1.48], [-1.56, -4.70, -1.04], [-4.83, -0.59, 1.55], [2.47, 0.79, 0.02], [1.27, -1.91, -0.39], [0.32, -0.12, -0.06], [0.68, 0.54, -0.03], [2.12, -0.14, -1.72], [-0.16, 0.66, -0.08], [1.33, -0.31, 1.25], [-0.20, -0.17, 0.46], [-1.06, 1.29, -1.31], [0.62, 1.70, 2.32], [-2.23, -0.67, 0.45], [0.52, -0.20, 0.04]]}

No. 3
{"formula": "C3H6N3", "method": "ωB97M-V/def2-TZVPD", "lumo_energy_ev": -5.456, "homo_energy_ha": -0.5219, "mol_weight_da": 84.102, "total_charge": 1, "species": ["C", "C", "C", "N", "N", "N", "H", "H", "H", "H", "H", "H"], "coordinates": [[-0.80314, -0.91127, 0.13069], [1.23622, -0.02302, 0.32629], [-0.38427, 1.14934, -0.95518], [-0.57656, -1.43482, 1.23441], [-0.02897, -1.64521, 2.19333], [0.12479, 0.11449, -0.20918], [-1.58557, -1.30429, -0.50634], [2.03450, 0.75204, 0.26988], [1.40674, -0.85264, 1.05042], [-0.42924, 0.65957, -1.92188], [0.32759, 1.95391, -0.99333], [-1.32208, 1.54190, -0.61910]], "atomic_forces_ev_per_a": [[-2.28, 0.49, -3.05], [4.09, 1.31, 1.88], [0.34, 1.70, -2.81], [0.77, -1.25, 2.70], [-0.47, -0.76, 1.03], [-1.28, -2.94, 2.56], [0.20, 0.53, -0.12], [-0.86, -0.59, -0.27], [0.40, 0.67, -1.27], [-0.68, 0.79, -0.78], [0.33, 0.32, -0.17], [-0.57, -0.28, 0.30]]}